Density functional theory data (ωB97M-V/def2-TZVPD) for a 9-piece molecular cluster, C43H67N9O3 overall.

Computed properties:
**SMILES**: O=C1NC(=O)c2c(CCCO)cccc21.CCCC#N.CCCC#N.CCCC#N.CCCC#N.CCCC#N.CCCC#N.CCCC#N.CCCC#N
**E_HOMO**: -9.61 eV

```
122
Properties=species:S:1:pos:R:3:forces:R:3:lowdin_charge:R:1
C 6.52789 0.80118 -7.75159 -0.04 0.11 0.11 -0.256
H -1.21707 0.34862 -3.79075 0.02 -0.03 -0.09 0.017
H -4.24116 3.09624 2.38809 -0.02 0.06 0.01 0.116
C 6.59279 -5.27909 -4.10232 -0.08 0.09 0.09 -0.112
H -5.37587 3.15642 -1.04417 0.05 -0.03 -0.02 0.109
C -0.45241 -7.35914 3.65485 -0.04 -0.02 0.00 -0.113
H -0.79262 -7.92172 4.52586 0.02 0.03 0.03 0.069
H 4.67223 -3.32472 -0.98420 0.01 0.00 -0.06 0.075
C 1.79638 -5.93014 -0.09288 -0.03 -0.22 -0.07 -0.227
C -5.45430 1.00247 -0.97371 0.03 0.21 -0.03 -0.179
N -5.41342 0.81002 1.63042 -0.18 -0.17 -0.12 0.189
H -8.32559 3.10973 4.92221 -0.02 0.03 0.00 0.081
H -4.43260 0.86810 -1.33352 0.00 -0.08 0.02 0.092
H 0.33461 2.24452 -4.02555 0.08 0.03 -0.01 0.108
H 0.98155 -0.71146 -1.05435 -0.05 -0.04 0.00 0.062
C -3.37747 8.93467 3.79681 0.06 0.06 -0.02 -0.223
H -6.23118 4.27409 3.45723 0.04 0.00 -0.06 0.113
C -3.72235 4.83109 4.94448 0.68 -0.01 0.23 -0.016
H 1.24974 -2.00819 0.11996 -0.01 -0.01 -0.04 0.063
H -0.75282 0.54996 5.55440 0.49 -0.27 -0.24 0.154
H 6.12682 1.01304 -5.62634 -0.02 -0.05 -0.01 0.074
C -1.56894 4.72102 6.08839 0.23 -0.06 -0.10 0.001
N 0.79149 -5.56030 0.32023 -0.05 0.10 0.09 0.152
C -6.39073 3.00357 5.15801 -0.41 -0.07 -0.08 -0.260
H 0.19111 0.78768 0.80397 -0.06 0.00 0.03 0.112
H 3.73761 -4.20290 -2.19938 -0.01 0.05 -0.01 0.077
H 5.91826 2.49491 -6.55351 0.00 0.00 -0.01 0.072
O -7.66460 3.59529 5.42477 0.11 -0.04 0.05 -0.072
H 6.41494 -4.20449 -4.11318 0.04 0.00 -0.06 0.053
H -7.81814 3.54669 -1.33365 -0.02 -0.01 -0.01 0.072
H -2.12364 9.08510 0.64469 -0.03 0.07 0.03 0.107
C 1.21943 -0.92451 -0.01065 0.15 0.07 0.07 -0.107
C -6.01377 2.35651 -1.42567 -0.17 0.07 0.02 -0.258
C -1.77361 1.64369 4.15194 -0.46 0.20 0.11 -0.356
C -1.20545 -0.85591 0.70689 0.04 0.22 0.09 -0.175
C -1.35512 3.49747 5.49021 -0.24 -0.07 -0.22 -0.093
H -3.28223 10.43752 2.35919 0.02 0.03 0.03 0.117
H -6.44795 1.92911 5.36671 0.21 -0.01 -0.01 0.125
C 3.85872 -4.03667 -1.12711 0.10 0.05 -0.01 -0.103
C 7.88364 -5.60259 -3.36288 -0.15 0.07 -0.07 -0.257
H -1.69673 6.66842 0.97706 0.02 0.01 0.00 0.073
H -2.25631 6.75934 2.64263 0.01 0.03 0.03 0.060
H 2.95015 -3.56599 -0.74919 -0.04 -0.08 0.00 0.050
C -2.30506 2.94474 4.63884 0.41 0.29 0.22 -0.047
N -2.16367 -6.20242 6.77487 -0.03 -0.04 0.06 0.140
H 0.49632 -0.48487 1.96925 -0.12 0.00 0.03 0.108
C -4.50246 2.91167 3.43060 -0.13 -0.01 0.86 -0.163
C -1.33082 -6.14108 3.40060 0.08 -0.13 -0.10 -0.266
H -1.21673 -1.93696 0.85842 -0.02 -0.02 -0.07 0.125
C -0.53991 0.38282 -4.64181 0.01 0.08 -0.04 -0.114
H 5.73471 -5.75162 -3.61885 0.01 -0.06 -0.03 0.058
N 6.29222 -8.44907 -2.16947 -0.07 0.06 0.06 0.143
H -4.63361 5.37859 4.74060 0.02 0.01 0.05 0.115
H 7.59314 1.01918 -7.65460 0.01 -0.04 -0.04 0.110
C 7.13153 -7.86383 -2.68981 0.09 -0.07 -0.06 -0.241
N 7.17844 -1.93418 -5.71699 0.08 -0.05 0.11 0.151
N -0.61108 1.33226 4.92697 -0.29 0.58 -0.24 0.160
C -3.50509 3.58284 4.35656 -0.35 -0.02 -0.70 -0.135
H 6.86597 -1.11155 -8.72150 -0.02 -0.04 0.00 0.116
C -1.29987 -5.13225 4.55433 -0.08 -0.10 -0.10 -0.194
H 4.29731 -5.15251 0.65772 -0.01 -0.08 0.01 0.112
H 8.71480 -5.07279 -3.83012 0.05 -0.07 0.01 0.109
H -6.05812 0.18562 -1.37232 0.01 -0.02 0.01 0.124
H 5.26729 -0.95093 -7.98983 -0.01 -0.02 0.04 0.112
H -1.08470 0.78603 -5.49922 0.03 -0.02 -0.02 0.076
N 2.66470 -0.89273 -6.23757 0.05 -0.05 -0.04 0.153
H 2.49235 2.03889 -5.18654 0.02 0.01 -0.06 0.113
H -0.99537 -5.64042 2.49107 -0.01 0.06 0.03 0.079
H -1.72127 9.89196 2.97238 0.00 0.01 0.02 0.121
H -2.88129 6.36255 6.23886 -0.36 -0.03 -0.12 0.093
H 2.21974 -0.53466 0.18220 0.01 -0.02 0.01 0.075
C -0.20759 2.55411 5.58326 -0.02 -0.21 0.07 -0.373
O -2.20224 0.99429 3.23570 0.23 -0.45 0.24 0.114
H -0.83162 5.14126 6.75960 -0.03 0.07 -0.03 0.122
C -2.75477 5.38404 5.79200 0.05 0.14 0.06 -0.049
C -2.59225 8.57076 1.48533 0.09 -0.17 -0.03 -0.259
C 1.65997 1.39451 -5.47490 -0.07 -0.02 0.15 -0.192
H 1.19017 0.82493 -3.44724 0.05 0.04 -0.01 0.103
H -0.28186 -4.77363 4.71711 0.00 0.01 0.02 0.118
C 0.20408 -0.29597 0.93572 0.12 -0.09 -0.14 -0.252
H 5.11601 -5.74253 -0.77924 -0.04 -0.12 0.02 0.092
C -1.65709 -0.56670 -0.65520 -0.05 -0.18 0.08 -0.201
H -6.55883 2.56461 3.08849 -0.09 0.23 -0.15 0.087
H -8.11241 1.80704 -1.33997 -0.01 0.00 0.01 0.078
H -5.96651 2.40275 -2.51471 0.07 -0.05 0.00 0.108
H 0.58615 -7.06600 3.82105 0.00 0.00 0.00 0.075
H -1.91407 -0.40698 1.40362 -0.01 -0.03 0.01 0.087
H 6.19083 1.26240 -8.68144 0.02 -0.07 -0.04 0.107
C 3.08135 -6.40204 -0.61410 0.13 0.14 0.12 -0.182
C 8.19480 -7.10484 -3.35370 -0.02 0.15 0.10 -0.190
C 4.16976 -5.34347 -0.40977 0.06 0.20 -0.06 -0.257
C -5.97173 3.24338 3.71087 0.22 -0.05 0.09 -0.190
H -2.35947 -6.46419 3.22905 -0.02 0.06 0.03 0.111
C 6.80334 -1.40639 -6.66379 -0.09 -0.05 -0.08 -0.232
H -0.47845 -8.03126 2.79751 0.03 0.02 -0.02 0.071
C 5.77428 1.41410 -6.57759 0.02 0.08 -0.01 -0.108
C -1.78400 -5.72403 5.80355 0.06 0.10 -0.01 -0.245
C 0.67126 1.24609 -4.31094 -0.13 -0.13 0.02 -0.258
H 4.70475 1.21436 -6.65551 0.00 -0.03 0.01 0.048
H 1.16452 1.85077 -6.33398 0.02 0.00 -0.02 0.120
C 2.21751 0.10990 -5.90267 -0.02 0.07 -0.01 -0.246
C -1.78259 7.32827 1.84035 -0.04 -0.01 -0.02 -0.104
H 7.81618 -5.24255 -2.33407 0.05 -0.03 0.02 0.108
N -3.89917 8.40597 4.67073 -0.06 -0.06 0.10 0.165
C -7.44863 2.58915 -0.96686 0.03 0.04 -0.01 -0.108
H -5.70202 3.44670 5.87388 0.00 0.05 -0.01 0.108
H 3.34806 -7.32610 -0.10102 -0.06 -0.04 -0.04 0.120
H -0.77388 7.59440 2.16199 0.00 -0.01 0.01 0.079
O 0.88642 2.73900 6.03122 -0.14 -0.08 0.31 0.136
H -4.38395 1.83963 3.57082 0.03 0.01 -0.19 0.078
C 6.32549 -0.71498 -7.86127 0.02 0.13 -0.02 -0.187
H 9.13015 -7.30215 -2.82869 0.01 -0.05 -0.02 0.116
H -1.92632 -4.26972 4.32315 0.03 0.03 0.03 0.114
H -3.59147 8.27386 1.16154 -0.02 0.06 0.01 0.111
H -0.24914 -0.64308 -4.87395 0.03 0.01 -0.03 0.075
C -2.70993 9.55736 2.65375 -0.06 -0.08 -0.12 -0.187
H -7.51967 2.60545 0.12200 0.01 -0.04 0.00 0.065
H 6.63237 -5.62269 -5.13747 0.00 0.00 0.00 0.079
H 8.29710 -7.47958 -4.37340 0.00 -0.02 0.00 0.120
C -5.44189 0.89479 0.48616 0.13 -0.18 -0.10 -0.193
N -1.98735 -0.33902 -1.73142 -0.14 0.08 0.11 0.161
H 2.96366 -6.62985 -1.67457 -0.02 -0.02 0.00 0.122
```
Positions in Å, forces in eV/Å.